{"formula": "C29H35O5STc", "method": "ωB97M-V/def2-TZVPD", "de_lowest_kj_mol": 0.0, "total_energy_ha": -1981.1378, "s_squared": 3.783, "gap_ev": [3.8, 5.3], "multiplicity": 4, "charge": -1, "elements": ["C", "C", "C", "C", "H", "H", "C", "H", "H", "C", "H", "H", "C", "C", "C", "O", "O", "O", "O", "C", "H", "H", "H", "C", "H", "H", "H", "O", "H", "H", "C", "C", "H", "H", "H", "H", "H", "H", "Tc", "C", "C", "C", "H", "C", "C", "H", "H", "H", "H", "C", "C", "C", "H", "C", "C", "H", "H", "H", "H", "S", "C", "C", "C", "C", "C", "C", "H", "H", "H", "H", "H"], "xyz": [[2.405169, 4.357741, -4.352259], [2.481761, 4.427705, -2.795375], [2.684069, 2.873492, -4.743073], [3.313915, 2.208995, -3.540165], [3.262043, 2.791173, -5.667132], [1.700808, 2.405071, -4.880330], [2.714815, 2.996228, -2.360798], [1.579138, 4.887479, -2.379876], [3.334764, 5.051202, -2.524365], [1.403580, 2.247737, -2.117036], [3.381030, 2.967246, -1.499037], [4.406918, 2.233862, -3.606369], [2.739803, 0.806325, -3.335365], [1.043412, 4.730843, -4.915308], [3.225111, 5.317452, -5.216577], [3.910855, 4.907893, -6.136445], [0.007473, 4.889919, -4.288213], [1.155798, 4.956388, -6.239518], [3.163937, 6.634053, -4.938741], [2.257148, 7.276265, -3.991044], [2.378495, 6.900513, -2.965251], [1.211089, 7.193666, -4.318189], [2.579642, 8.315670, -4.053750], [-0.048587, 5.351372, -6.903395], [-0.860079, 4.637382, -6.699731], [0.218399, 5.352986, -7.962265], [-0.344356, 6.361172, -6.579694], [1.424908, 1.007896, -2.844797], [0.501914, 2.805439, -2.430986], [1.306552, 2.045354, -1.034608], [3.611303, 0.090438, -2.309961], [2.628484, -0.078848, -4.581407], [3.568048, 0.000474, -5.163836], [1.760736, 0.220562, -5.196780], [2.485945, -1.126824, -4.259740], [3.118362, -0.855184, -2.040694], [3.746848, 0.717886, -1.415384], [4.595469, -0.148531, -2.742357], [-1.004717, -0.685971, 0.928395], [0.893096, -0.493219, 2.801878], [1.734713, 0.222811, 1.901554], [0.995620, 1.274187, 1.316515], [2.800791, 0.038880, 1.769422], [-0.380655, 1.161384, 1.771686], [-0.419180, 0.114556, 2.787633], [-1.218753, 0.022245, 3.510456], [1.214844, -1.271067, 3.490305], [1.405445, 2.124680, 0.767521], [-1.126904, 1.951437, 1.716628], [-2.223283, -1.401358, -0.819567], [-3.085490, -1.050901, 0.260685], [-2.864131, 0.336644, 0.576626], [-3.833789, -1.687071, 0.717750], [-1.833464, 0.832487, -0.306634], [-1.418726, -0.247468, -1.165117], [-0.640274, -0.182376, -1.929313], [-2.183772, -2.384662, -1.275542], [-3.421116, 0.880091, 1.330494], [-1.457823, 1.849660, -0.375554], [0.892461, -1.877778, -0.163485], [0.445230, -3.408585, 0.520461], [-0.477561, -3.468312, 1.580026], [-0.766606, -4.678093, 2.193527], [-0.198773, -5.858247, 1.708028], [0.685068, -5.815235, 0.623767], [0.999627, -4.604422, 0.011041], [-0.975798, -2.537517, 1.947114], [-1.447867, -4.677409, 3.041837], [-0.459513, -6.809326, 2.167232], [1.133195, -6.729884, 0.244189], [1.658473, -4.523672, -0.853528]], "forces_ev_per_angstrom": [[-0.641, 0.116, -0.724], [0.465, 0.457, -0.970], [-0.550, 0.387, -0.283], [-0.357, 0.350, -0.280], [-0.211, 0.110, 0.210], [0.189, -0.001, -0.180], [0.143, -0.287, -0.065], [0.128, -0.231, -0.021], [0.061, 0.023, 0.085], [-0.688, -0.443, 0.950], [-0.205, -0.098, 0.171], [-0.140, -0.088, 0.199], [0.776, -0.777, -0.037], [-1.559, 0.282, 0.947], [1.819, -0.888, -0.191], [-0.541, 1.193, 1.255], [1.152, -0.336, -0.873], [-0.800, -0.272, 0.287], [-0.052, 0.290, 0.051], [0.417, -0.297, -0.418], [-0.056, 0.130, -0.483], [0.352, -0.059, 0.127], [-0.188, -0.085, 0.182], [-0.127, 0.039, -0.124], [0.283, 0.292, -0.055], [-0.184, 0.038, 0.171], [0.030, -0.374, -0.089], [0.125, 0.732, 0.148], [0.442, -0.112, -0.027], [-0.160, -0.107, -0.661], [-0.117, -0.398, 0.248], [0.095, 0.082, -0.090], [-0.513, -0.158, 0.149], [0.497, -0.137, 0.189], [0.028, 0.470, -0.235], [0.174, 0.319, 0.222], [-0.011, -0.377, -0.160], [-0.211, 0.163, 0.124], [2.156, -1.083, -1.491], [0.654, 1.164, 0.045], [-0.534, 0.378, 1.250], [0.047, -0.089, 0.558], [-0.394, -0.086, -0.143], [1.208, 0.547, 1.730], [0.450, 0.571, 0.780], [0.292, -0.041, 0.280], [-0.126, -0.029, -0.392], [-0.189, -0.506, 0.085], [0.352, -0.160, 0.106], [-0.069, -0.010, 0.346], [-0.972, 0.534, -0.634], [-0.633, -0.326, -0.604], [0.145, 0.088, -0.047], [-1.387, 0.094, -2.020], [-0.848, 1.152, -0.432], [-0.412, -0.090, 0.367], [0.203, 0.207, 0.109], [0.191, 0.027, -0.068], [-0.157, -0.357, 0.035], [-0.229, -0.441, 0.096], [0.296, -0.309, -0.398], [0.130, -0.293, 0.187], [0.035, -0.052, -0.362], [0.016, -0.090, 0.149], [-0.052, 0.265, -0.155], [-0.418, 0.032, 0.702], [0.401, -0.777, 0.030], [0.041, -0.178, -0.128], [0.128, 0.101, -0.048], [-0.118, 0.000, 0.060], [-0.073, -0.191, 0.260]], "lowdin_spin": [0.00, 0.00, 0.00, 0.00, 0.00, 0.00, 0.00, 0.00, 0.00, 0.00, 0.00, 0.00, 0.00, 0.00, 0.00, 0.00, 0.00, 0.00, 0.00, 0.00, 0.00, 0.00, 0.00, 0.00, 0.00, 0.00, 0.00, 0.00, 0.00, 0.00, 0.00, 0.00, 0.00, 0.00, 0.00, 0.00, 0.00, 0.00, 1.96, 0.19, 0.08, 0.22, 0.00, 0.00, 0.03, 0.01, 0.01, 0.02, 0.00, 0.02, 0.07, 0.05, 0.01, 0.04, 0.06, 0.00, 0.00, 0.01, 0.01, 0.06, 0.01, 0.07, 0.01, 0.00, 0.00, 0.00, 0.03, 0.00, 0.00, 0.00, 0.00]}